(1)
DFT (the ωB97M-V functional and the def2-TZVPD basis) results for C20H23CoN3O6S2Si as an isolated structure.

Values from the calculation:
- calculated total energy (eV) = -105048.6356
- Kohn-Sham gap (alpha / beta) (eV) = 7.0 / 5.6
- expectation value of S² = 6.043
- 2S+1 = 5
- energy relative to the best compared isomer or geometry (same formula, charge and spin) (eV) = 0.000
- total charge = -1

Each line ends with the natural charge from an NBO analysis.
Positions of all 56 atoms, in Å:
Co1 12.025 7.832 8.540  1.45
S1 14.720 8.268 7.968  2.24
S2 13.198 8.737 6.662  -0.75
Si1 11.615 7.246 11.766  1.79
O1 8.390 10.397 8.832  -0.69
O2 10.588 6.497 8.264  -0.78
O3 15.757 7.551 7.296  -1.00
O4 11.903 10.629 8.764  -0.49
O5 13.975 7.372 8.935  -1.11
O6 15.203 9.456 8.664  -1.02
N1 11.642 8.588 10.566  -0.88
N2 9.521 8.457 8.387  -0.65
N3 7.166 8.512 8.643  -0.42
C1 5.993 9.357 8.860  -0.40
C2 13.204 12.135 7.441  -0.26
C3 11.413 10.936 9.936  0.47
C4 12.174 13.154 5.517  -0.22
C5 10.861 10.184 12.225  -0.22
C6 12.541 7.716 13.332  -1.14
C7 11.979 11.591 7.737  0.38
C8 9.491 7.128 8.331  0.60
C9 13.286 12.932 6.278  -0.21
C10 9.795 6.811 11.845  -1.14
C11 10.498 11.463 12.541  -0.23
C12 10.821 11.851 6.996  -0.28
C13 10.919 12.657 5.882  -0.21
C14 10.563 12.491 11.554  -0.16
C15 11.021 12.224 10.304  -0.32
C16 11.339 9.823 10.893  0.12
C17 8.399 9.177 8.611  0.76
C18 8.228 6.406 8.387  -0.39
C19 7.114 7.152 8.561  0.08
C20 12.422 5.724 11.019  -1.13
H1 10.119 11.730 13.525  0.20
H2 11.966 4.848 11.508  0.22
H3 6.115 6.734 8.666  0.20
H4 12.213 5.633 9.953  0.26
H5 9.611 6.032 12.611  0.23
H6 14.060 11.804 8.022  0.27
H7 9.566 6.384 10.856  0.25
H8 14.261 13.286 5.987  0.21
H9 8.220 5.337 8.363  0.23
H10 12.906 6.766 13.752  0.24
H11 10.232 13.485 11.840  0.21
H12 10.032 12.853 5.292  0.21
H13 12.020 8.224 14.114  0.23
H14 13.451 8.290 13.066  0.26
H15 9.077 7.641 11.996  0.24
H16 6.111 9.907 9.789  0.22
H17 5.904 10.110 8.084  0.22
H18 10.766 9.383 12.933  0.21
H19 5.068 8.797 8.963  0.19
H20 9.893 11.454 7.362  0.26
H21 11.105 12.981 9.531  0.23
H22 12.244 13.695 4.591  0.20
H23 13.520 5.717 11.154  0.26

Atoms 1-3, force components in eV/Å:
0.7 0.8 0.0
0.0 0.6 0.5
-0.2 -0.2 0.1

=====

(2)
DFT (the ωB97M-V functional and the def2-TZVPD basis) results for one molecule with the formula C20H23FN2O6S.

Values from the calculation:
- calculated total energy (eV) = -49929.7204
- Kohn-Sham gap (eV) = 9.1
- energy relative to the best compared isomer or geometry (same formula, charge and spin) (eV) = 0.623
- structure (SMILES) = COc1ccc(S(=O)(=O)N(CC(=O)N2CCOCC2)c2ccc(F)cc2)cc1OC

Each line ends with the natural charge from an NBO analysis.
Positions of all 53 atoms, in Å:
S1 0.685 -0.025 1.277  2.33
F1 -1.519 5.738 -0.382  -0.32
O1 -4.604 -2.184 -0.254  -0.52
O2 -4.285 0.444 0.886  -0.49
O3 1.686 -1.041 1.397  -0.94
O4 0.556 0.905 2.355  -0.93
O5 1.818 -2.240 -1.308  -0.65
O6 5.404 -0.356 1.067  -0.53
N1 3.458 -0.746 -0.935  -0.44
N2 1.054 0.869 -0.122  -0.70
C1 1.159 0.048 -1.311  -0.34
C2 3.979 0.576 -0.661  -0.24
C3 -0.968 -2.004 0.332  -0.19
C4 -0.896 4.542 -0.328  0.39
C5 0.088 4.333 0.622  -0.28
C6 -1.254 3.558 -1.231  -0.27
C7 -4.731 -3.493 -0.759  -0.25
C8 -5.642 0.067 0.778  -0.24
C9 0.376 2.098 -0.226  0.18
C10 -2.020 0.035 1.048  -0.22
C11 -0.894 -0.742 0.878  -0.37
C12 2.176 -1.088 -1.141  0.71
C13 4.452 0.646 0.800  -0.08
C14 -0.618 2.332 -1.173  -0.25
C15 -2.212 -2.491 -0.036  -0.30
C16 4.425 -1.784 -0.626  -0.25
C17 0.729 3.111 0.664  -0.19
C18 -3.370 -1.734 0.120  0.31
C19 4.856 -1.638 0.836  -0.09
C20 -3.277 -0.438 0.679  0.25
H1 0.346 5.123 1.310  0.23
H2 -4.182 -3.619 -1.697  0.18
H3 4.839 0.738 -1.322  0.20
H4 -6.202 0.941 1.111  0.19
H5 -2.025 3.751 -1.959  0.23
H6 -1.939 1.018 1.484  0.25
H7 -0.905 1.557 -1.867  0.22
H8 -2.268 -3.477 -0.465  0.23
H9 3.979 -1.794 1.478  0.19
H10 5.640 -2.355 1.085  0.19
H11 -5.877 -0.781 1.423  0.18
H12 4.946 1.600 0.996  0.19
H13 -4.396 -4.239 -0.033  0.18
H14 3.952 -2.751 -0.796  0.25
H15 3.582 0.531 1.461  0.18
H16 -5.796 -3.625 -0.946  0.20
H17 -5.917 -0.171 -0.250  0.18
H18 3.231 1.343 -0.841  0.22
H19 1.462 0.683 -2.149  0.24
H20 1.495 2.919 1.396  0.24
H21 5.290 -1.666 -1.287  0.19
H22 -0.072 -2.585 0.187  0.27
H23 0.208 -0.440 -1.564  0.22

Atoms 1-3, force components in eV/Å:
-0.1 0.0 0.1
0.1 -0.1 0.0
0.3 0.4 0.2

=====

(3)
DFT (the ωB97M-V functional and the def2-TZVPD basis) results for C20H23FeN3O2Te as an isolated structure.

Values from the calculation:
- calculated total energy (eV) = -71357.0548
- Kohn-Sham gap (alpha / beta) (eV) = 3.6 / 4.0
- expectation value of S² = 6.065
- 2S+1 = 5
- total charge = -2

Each line ends with the natural charge from an NBO analysis.
Positions of all 50 atoms, in Å:
Te1 -1.276 -0.928 -2.564  0.61
Fe1 -0.006 -0.389 -0.124  1.20
O1 -1.042 -1.249 1.471  -0.70
O2 0.329 0.847 -1.882  -0.82
N1 -0.878 1.337 0.366  -0.50
N2 1.237 -1.581 -0.281  -1.01
N3 -0.655 2.390 -0.468  -0.44
C1 1.688 -2.780 -0.495  0.18
C2 0.859 -3.868 -0.936  -0.34
C3 0.097 5.429 -3.298  -0.24
C4 -0.095 4.484 -2.327  -0.20
C5 0.104 3.104 -2.603  0.00
C6 0.465 5.066 -4.598  -0.25
C7 -2.864 0.458 -2.116  -0.89
C8 -0.058 2.088 -1.612  0.47
C9 1.353 -5.133 -1.102  -0.20
C10 3.544 -4.389 -0.491  -0.24
C11 -2.866 -2.339 -3.338  -0.95
C12 -2.429 -1.601 3.371  -0.67
C13 0.638 3.708 -4.894  -0.23
C14 0.466 2.754 -3.929  -0.20
C15 -1.721 1.617 1.372  0.28
C16 -1.826 -0.679 2.312  0.46
C17 2.700 -5.425 -0.883  -0.41
C18 3.072 -3.115 -0.301  -0.28
C19 -2.170 0.658 2.303  -0.51
C20 -2.248 3.030 1.473  -0.66
H1 -0.192 -3.654 -1.101  0.19
H2 -3.244 -2.179 2.931  0.21
H3 0.613 5.818 -5.364  0.19
H4 -0.387 4.772 -1.325  0.23
H5 -2.409 1.367 -1.747  0.23
H6 -2.987 3.119 2.272  0.19
H7 3.743 -2.328 0.020  0.18
H8 3.083 -6.434 -1.006  0.17
H9 0.688 -5.938 -1.410  0.17
H10 -3.580 -2.605 -2.565  0.19
H11 -1.663 -2.302 3.696  0.22
H12 0.906 3.416 -5.906  0.19
H13 -3.500 0.040 -1.342  0.21
H14 -2.868 1.008 3.056  0.18
H15 -3.451 0.686 -3.000  0.19
H16 -0.037 6.487 -3.068  0.19
H17 -2.816 -1.052 4.227  0.18
H18 -1.426 3.725 1.658  0.22
H19 -3.416 -1.929 -4.180  0.18
H20 -2.694 3.327 0.521  0.23
H21 4.600 -4.605 -0.339  0.17
H22 -2.384 -3.253 -3.671  0.20
H23 0.590 1.702 -4.152  0.25

Atoms 1-3, force components in eV/Å:
-1.5 -0.8 -1.1
-0.7 0.1 0.4
-1.4 0.7 1.6

=====

(4)
DFT (the ωB97M-V functional and the def2-TZVPD basis) results for one molecule with the formula C20H23N3O2.

Values from the calculation:
- calculated total energy (eV) = -29678.1295
- Kohn-Sham gap (eV) = 8.6
- energy relative to the best compared isomer or geometry (same formula, charge and spin) (eV) = 2.349
- structure (SMILES) = COc1ccc2cc(-c3[nH]ncc3CNC[C@@H]3CCCO3)ccc2c1

Each line ends with the natural charge from an NBO analysis.
Positions of all 48 atoms, in Å:
O1 0.407 -2.338 -6.158  -0.49
O2 -0.185 2.785 1.285  -0.55
N1 -1.434 -2.228 3.463  -0.27
N2 1.737 0.893 2.339  -0.62
N3 -1.455 -2.205 2.134  -0.33
C1 -1.437 4.376 2.437  -0.43
C2 0.249 -1.169 -4.033  -0.32
C3 -0.200 -2.607 -0.627  -0.11
C4 -0.310 -1.632 3.805  -0.06
C5 0.863 1.693 3.177  -0.24
C6 0.064 -0.109 -1.816  -0.20
C7 0.416 -1.205 2.678  -0.17
C8 -0.283 3.967 3.355  -0.43
C9 0.094 -1.258 -2.634  0.04
C10 -0.371 -1.588 1.601  0.18
C11 -1.524 3.168 1.507  -0.07
C12 0.557 -1.121 -6.846  -0.25
C13 0.560 3.020 2.479  0.09
C14 -0.028 -3.679 -2.844  -0.16
C15 -0.084 -0.210 -0.462  -0.20
C16 -0.205 -1.473 0.152  -0.12
C17 0.265 -2.304 -4.805  0.31
C18 0.123 -3.572 -4.192  -0.25
C19 1.752 -0.520 2.683  -0.24
C20 -0.048 -2.530 -2.023  -0.12
H1 1.455 -0.585 -6.522  0.18
H2 -1.173 5.264 1.863  0.20
H3 0.655 -1.385 -7.898  0.20
H4 -0.296 -3.581 -0.167  0.20
H5 1.372 1.881 4.129  0.19
H6 1.507 3.476 2.168  0.19
H7 2.183 -0.609 3.686  0.20
H8 0.140 -4.440 -4.832  0.23
H9 2.422 -1.014 1.973  0.21
H10 0.355 -0.187 -4.467  0.22
H11 -0.094 1.186 3.392  0.18
H12 -0.662 3.427 4.223  0.21
H13 -1.971 3.385 0.536  0.19
H14 0.296 4.819 3.702  0.22
H15 -0.318 -0.476 -6.715  0.18
H16 -2.086 2.351 1.986  0.16
H17 -0.041 -1.526 4.838  0.21
H18 0.153 0.863 -2.278  0.21
H19 -2.232 -2.603 1.630  0.41
H20 -0.135 -4.650 -2.383  0.21
H21 1.450 1.005 1.372  0.36
H22 -0.140 0.685 0.140  0.24
H23 -2.365 4.559 2.973  0.22

Atoms 1-3, force components in eV/Å:
-0.1 -0.3 0.3
0.2 -0.1 -0.2
-0.5 -0.4 0.5